{"formula": "C25H37N6O7STi", "method": "ωB97M-V/def2-TZVPD", "lumo_ev": [-5.1, -4.6], "total_charge": 2, "total_energy_ev": -83737.162, "multiplicity": 2, "elements": ["Ti", "C", "C", "O", "C", "C", "O", "C", "C", "O", "C", "C", "O", "C", "C", "O", "H", "H", "H", "H", "H", "H", "H", "H", "H", "H", "H", "H", "H", "H", "H", "H", "H", "H", "H", "H", "N", "C", "C", "C", "C", "C", "C", "S", "O", "O", "N", "C", "N", "C", "C", "C", "N", "H", "H", "H", "H", "H", "H", "H", "H", "H", "C", "C", "C", "C", "N", "N", "C", "H", "H", "H", "H", "H", "H", "H", "H"], "positions_angstrom": [[-0.574, -0.272, 0.414], [-2.264, -1.557, -1.671], [-3.255, -0.866, -0.711], [-2.557, 0.262, -0.147], [-3.251, 1.073, 0.817], [-2.288, 2.180, 1.194], [-0.980, 1.592, 1.382], [-0.131, 2.065, 2.449], [0.559, 0.850, 3.029], [0.952, -0.033, 1.959], [2.299, 0.017, 1.435], [2.270, 0.600, 0.037], [1.147, -0.002, -0.635], [1.221, -0.290, -2.049], [0.086, -1.244, -2.377], [-1.035, -0.818, -1.575], [-2.614, -1.517, -2.704], [-2.089, -2.594, -1.380], [-3.563, -1.539, 0.088], [-4.136, -0.500, -1.238], [-3.527, 0.449, 1.668], [-4.144, 1.497, 0.354], [-2.608, 2.652, 2.122], [-2.201, 2.922, 0.402], [-0.736, 2.561, 3.209], [0.567, 2.790, 2.029], [-0.114, 0.261, 3.648], [1.434, 1.128, 3.616], [2.652, -1.011, 1.426], [2.928, 0.614, 2.095], [3.186, 0.365, -0.505], [2.118, 1.680, 0.037], [2.179, -0.767, -2.256], [1.125, 0.658, -2.577], [0.328, -2.273, -2.114], [-0.182, -1.169, -3.432], [-5.452, -6.247, 2.684], [-4.437, -5.361, 2.557], [-4.694, -3.994, 2.350], [-3.657, -3.104, 2.195], [-2.332, -3.549, 2.228], [-2.064, -4.901, 2.476], [-3.098, -5.790, 2.623], [-1.037, -2.410, 2.159], [-1.694, -1.061, 2.022], [-0.177, -2.575, 3.286], [-0.237, -2.328, 0.739], [0.824, -3.234, 0.546], [1.763, -2.871, -0.324], [2.721, -3.773, -0.559], [2.756, -5.006, 0.060], [1.713, -5.278, 0.930], [0.739, -4.406, 1.163], [-6.402, -5.932, 2.761], [-5.266, -7.198, 2.948], [-5.716, -3.637, 2.340], [-3.880, -2.052, 2.091], [-1.042, -5.239, 2.548], [-2.883, -6.835, 2.807], [3.493, -3.488, -1.265], [3.543, -5.719, -0.132], [1.653, -6.225, 1.454], [-2.849, 3.330, -4.420], [-1.849, 3.218, -3.321], [-0.898, 4.094, -2.853], [-0.253, 3.424, -1.793], [-0.767, 2.214, -1.613], [-1.735, 2.112, -2.551], [0.870, 3.924, -0.945], [-2.759, 4.300, -4.903], [-3.869, 3.238, -4.046], [-2.692, 2.564, -5.181], [-0.697, 5.085, -3.223], [-2.266, 1.263, -2.615], [0.825, 5.007, -0.838], [1.842, 3.687, -1.382], [0.825, 3.488, 0.053]], "forces_ev_per_a": [[-0.492, 0.127, 0.043], [0.158, 0.070, -0.110], [-0.035, 0.183, 0.078], [0.026, -0.004, -0.062], [-0.098, -0.125, -0.109], [0.209, 0.087, 0.110], [-0.194, -0.248, 0.148], [-0.154, 0.122, -0.106], [0.153, -0.140, -0.019], [0.063, 0.242, -0.208], [-0.127, -0.001, 0.178], [-0.053, 0.043, -0.220], [0.165, -0.167, -0.046], [0.097, 0.113, 0.180], [-0.177, -0.097, 0.019], [0.006, 0.079, 0.019], [0.010, -0.036, -0.012], [0.000, -0.006, 0.004], [0.013, 0.008, -0.037], [-0.020, -0.003, -0.001], [0.028, 0.039, 0.029], [-0.016, 0.000, 0.030], [-0.045, 0.015, -0.029], [-0.028, 0.006, -0.016], [0.027, -0.014, 0.017], [0.046, -0.016, 0.030], [-0.023, 0.037, -0.002], [-0.023, 0.023, 0.021], [0.019, -0.011, -0.045], [0.035, -0.005, -0.032], [0.021, -0.028, 0.053], [0.037, -0.015, 0.001], [-0.014, -0.009, -0.061], [-0.002, -0.029, -0.052], [0.047, 0.064, -0.021], [0.026, 0.002, -0.017], [0.002, 0.003, 0.006], [-0.041, -0.047, -0.011], [0.010, 0.024, 0.006], [0.040, -0.067, -0.048], [-0.238, -0.131, -0.002], [-0.009, 0.009, -0.002], [0.022, 0.011, -0.008], [0.092, 0.070, -0.009], [0.189, 0.038, 0.029], [0.048, 0.047, -0.034], [0.303, -0.343, 0.381], [-0.555, 0.067, -0.404], [0.216, 0.002, 0.051], [0.053, 0.008, 0.073], [-0.023, -0.011, -0.008], [0.058, 0.017, 0.029], [0.096, -0.042, 0.132], [0.001, 0.011, -0.001], [0.005, -0.003, 0.002], [-0.006, -0.008, -0.001], [0.032, 0.009, 0.034], [0.004, 0.023, 0.005], [-0.007, 0.000, 0.008], [-0.026, 0.023, -0.019], [-0.004, -0.006, -0.003], [-0.028, -0.002, -0.007], [0.010, 0.036, -0.022], [-0.004, -0.013, 0.004], [-0.005, -0.022, 0.014], [-0.002, 0.028, -0.018], [0.074, -0.081, 0.132], [0.040, -0.016, -0.020], [0.013, 0.078, 0.012], [0.003, -0.003, 0.003], [0.003, -0.010, 0.014], [0.002, -0.008, 0.004], [0.001, 0.003, -0.001], [-0.021, 0.018, -0.005], [-0.012, -0.003, -0.017], [-0.009, -0.001, -0.026], [-0.015, -0.013, -0.027]]}

---

{"formula": "C25H37O2Sr", "method": "ωB97M-V/def2-TZVPD", "relative_energy_kj_mol": 54.8, "lumo_ev": [2.4, 2.4], "total_charge": -1, "total_energy_ev": -31449.786, "multiplicity": 1, "elements": ["O", "C", "C", "H", "H", "C", "H", "H", "C", "H", "H", "H", "C", "H", "H", "H", "Sr", "C", "C", "C", "H", "C", "C", "H", "H", "H", "H", "C", "C", "C", "H", "C", "C", "H", "H", "H", "H", "O", "C", "C", "H", "H", "C", "H", "H", "C", "H", "H", "H", "H", "C", "C", "C", "C", "C", "C", "H", "H", "H", "H", "H", "H", "H", "H", "H"], "positions_angstrom": [[2.145, -1.770, -0.922], [2.249, -1.722, -2.391], [2.361, -3.244, -2.469], [3.151, -1.146, -2.653], [1.353, -1.287, -2.837], [2.486, -3.173, -0.903], [3.265, -3.617, -2.953], [1.432, -3.735, -2.787], [3.928, -3.363, -0.414], [4.675, -2.867, -1.072], [4.142, -4.443, -0.433], [4.062, -3.027, 0.632], [1.475, -3.924, -0.072], [0.495, -3.943, -0.567], [1.325, -3.478, 0.929], [1.804, -4.962, 0.037], [0.822, 1.551, -0.006], [-2.004, -0.288, -0.579], [-2.151, 0.954, -1.245], [-1.527, 0.825, -2.509], [-2.748, 1.792, -0.894], [-0.967, -0.470, -2.596], [-1.232, -1.158, -1.373], [-1.014, -2.202, -1.144], [-2.489, -0.553, 0.355], [-1.574, 1.557, -3.322], [-0.516, -0.905, -3.476], [-1.396, 0.235, 2.991], [-0.730, -0.990, 2.376], [0.618, -0.785, 2.255], [-1.299, -1.860, 2.078], [0.932, 0.577, 2.690], [-0.275, 1.239, 2.924], [-0.411, 2.277, 3.183], [-1.624, 0.097, 4.071], [1.371, -1.506, 1.949], [1.946, 0.942, 2.835], [2.987, 1.430, -0.825], [4.373, 0.750, -0.761], [5.409, 1.705, -1.348], [4.346, -0.195, -1.306], [4.589, 0.569, 0.301], [4.687, 3.043, -1.548], [5.791, 1.349, -2.317], [6.267, 1.812, -0.663], [3.196, 2.862, -1.184], [4.792, 3.369, -2.590], [5.103, 3.848, -0.911], [2.492, 3.157, -1.969], [2.977, 3.434, -0.271], [-5.455, 1.044, 0.159], [-5.208, 1.371, 1.629], [-5.421, 2.862, 1.868], [-6.204, 0.570, 2.471], [-3.796, 0.999, 2.001], [-2.679, 0.685, 2.367], [-6.482, 1.308, -0.115], [-5.309, -0.023, -0.036], [-4.774, 1.590, -0.500], [-6.423, 3.169, 1.558], [-5.298, 3.094, 2.926], [-4.685, 3.456, 1.322], [-6.093, -0.505, 2.300], [-6.035, 0.747, 3.535], [-7.225, 0.870, 2.221]], "forces_ev_per_a": [[0.097, 0.498, -0.885], [-0.118, 0.195, 0.891], [0.189, -0.061, 0.913], [-0.260, -0.277, -0.268], [0.243, 0.094, 0.151], [0.254, 0.423, -0.255], [-0.297, -0.205, -0.183], [0.435, 0.081, -0.096], [0.101, -0.365, 0.031], [-0.559, -0.132, 0.411], [0.100, 0.221, -0.001], [-0.159, 0.011, -0.537], [-0.304, -0.399, 0.120], [0.237, 0.150, 0.101], [0.273, -0.148, -0.521], [-0.067, -0.008, 0.142], [-2.473, -1.108, 0.679], [0.130, -0.048, 0.324], [0.073, -0.253, 0.036], [0.214, 0.251, -0.287], [0.252, -0.144, -0.098], [-0.065, -0.081, 0.528], [-0.352, 0.476, -0.609], [0.050, 0.370, -0.060], [0.345, 0.125, -0.238], [0.155, -0.230, 0.337], [0.079, 0.064, -0.111], [-0.148, 0.417, -0.762], [-0.295, -0.098, 0.031], [0.326, 0.874, 0.713], [0.124, -0.044, 0.050], [0.301, -1.039, -0.690], [0.180, 0.718, -0.391], [0.069, 0.034, 0.325], [-0.199, -0.354, -0.070], [-0.196, 0.085, -0.013], [-0.174, 0.087, -0.003], [3.440, -0.110, -1.103], [-1.124, 0.644, 0.412], [-0.081, 0.177, -0.126], [-0.472, 0.184, 0.217], [-0.374, -0.030, -0.295], [-0.259, 0.709, -0.137], [-0.169, -0.014, 0.387], [-0.335, -0.076, -0.239], [0.893, -0.824, 0.472], [-0.087, -0.016, 0.247], [-0.137, -0.449, -0.286], [0.103, -0.231, -0.001], [-0.211, 0.126, -0.073], [0.035, -0.074, -0.389], [0.803, -0.332, -0.120], [0.196, 0.245, 0.140], [0.127, -0.150, 0.283], [0.352, -0.104, 0.483], [-0.995, 0.031, 0.304], [-0.008, -0.007, 0.039], [0.024, 0.156, 0.022], [-0.118, -0.099, 0.136], [-0.025, -0.042, -0.029], [-0.029, 0.028, 0.065], [-0.066, -0.065, -0.053], [-0.019, 0.146, -0.068], [-0.041, 0.041, 0.008], [0.016, -0.041, -0.005]]}

---

{"formula": "C25H38BFO6", "method": "ωB97M-V/def2-TZVPD", "lumo_ev": -0.4, "total_charge": 0, "total_energy_ev": -42205.022, "multiplicity": 1, "elements": ["C", "C", "B", "O", "C", "C", "O", "O", "C", "C", "C", "O", "C", "C", "C", "C", "C", "C", "C", "C", "C", "C", "F", "H", "H", "H", "H", "H", "H", "H", "H", "H", "H", "H", "H", "H", "H", "H", "H", "H", "H", "H", "H", "H", "H", "C", "C", "C", "O", "C", "H", "H", "H", "H", "H", "H", "H", "H", "C", "C", "C", "O", "C", "H", "H", "H", "H", "H", "H", "H", "H"], "positions_angstrom": [[1.368, -2.898, -0.184], [-0.071, -3.447, -0.770], [-0.947, -3.970, 0.518], [-0.330, -5.075, 1.331], [-2.419, -3.425, 1.001], [-2.169, -3.249, 2.645], [-2.649, -3.962, 3.666], [-1.302, -2.027, 2.637], [-2.096, -1.025, 1.892], [-1.457, 0.447, 1.560], [0.110, 0.438, 1.079], [1.005, -0.197, 1.880], [0.729, 1.163, -0.258], [0.751, 0.443, -1.764], [1.402, 1.115, -3.111], [2.113, 2.601, -3.057], [2.099, 3.379, -1.579], [1.432, 2.680, -0.215], [-2.872, -1.876, 0.721], [-2.963, -1.292, -0.806], [-3.963, 0.024, -0.964], [-3.218, 1.211, -1.877], [-5.315, -0.306, -1.470], [1.179, -2.640, 0.960], [2.244, -3.702, -0.262], [1.767, -1.935, -0.717], [-0.625, -2.704, -1.483], [0.195, -4.403, -1.430], [0.023, -5.787, 0.691], [-3.209, -4.233, 0.655], [-2.966, -0.754, 2.663], [-2.081, 1.095, 0.796], [-1.487, 1.060, 2.584], [0.275, -0.638, -1.858], [1.381, 0.478, -4.120], [2.608, 3.072, -4.025], [2.597, 4.445, -1.562], [1.501, 3.321, 0.768], [-3.997, -1.839, 1.119], [-1.935, -0.975, -1.269], [-3.442, -2.149, -1.474], [-4.069, 0.483, 0.131], [-2.454, 1.828, -1.223], [-2.621, 0.772, -2.785], [-4.043, 1.997, -2.230], [-0.536, -3.030, 6.101], [-0.547, -4.280, 6.942], [-0.429, -3.722, 8.343], [-1.060, -2.433, 8.331], [-1.305, -2.058, 6.969], [-0.980, -3.161, 5.111], [0.495, -2.679, 5.971], [-1.507, -4.797, 6.825], [0.252, -4.984, 6.694], [0.619, -3.578, 8.627], [-0.909, -4.360, 9.090], [-2.383, -2.135, 6.791], [-0.999, -1.020, 6.811], [4.716, 5.812, -6.768], [3.270, 5.958, -7.165], [2.556, 5.278, -6.017], [3.370, 5.465, -4.851], [4.649, 5.967, -5.264], [5.378, 6.540, -7.242], [5.071, 4.806, -7.024], [2.999, 7.020, -7.197], [3.033, 5.516, -8.136], [2.461, 4.201, -6.189], [1.559, 5.692, -5.840], [4.704, 7.021, -4.972], [5.443, 5.420, -4.750]], "forces_ev_per_a": [[0.318, 0.215, 0.773], [0.624, -0.950, -0.820], [1.427, -1.430, 0.247], [-1.374, 0.748, -3.287], [0.157, 0.492, 1.554], [-2.519, -2.772, 2.285], [3.791, 5.272, -6.601], [-1.954, -1.155, 0.367], [-2.443, 0.329, 0.664], [1.205, 0.625, 0.293], [4.588, -2.815, 3.441], [-5.578, 3.996, -4.995], [1.694, 2.377, -3.933], [1.083, 2.674, 0.419], [0.308, 1.882, 3.387], [-2.106, -2.203, 3.883], [-1.455, -3.739, -0.931], [0.109, -1.557, -3.407], [-1.651, 0.011, 0.273], [-0.747, -0.299, -0.603], [1.385, 0.939, 0.913], [-0.885, 0.153, 0.140], [2.963, 0.511, 0.944], [0.831, -0.405, -2.430], [-2.156, 1.625, 0.244], [-0.946, -1.817, 1.007], [1.138, -1.303, 1.421], [-0.692, 1.941, 1.169], [-0.435, 1.903, 1.546], [1.353, 1.747, 1.112], [1.840, -0.310, -1.686], [1.060, -1.797, 1.495], [0.339, -1.400, -2.234], [1.145, 2.547, 0.195], [0.038, 1.613, 2.543], [-1.171, -0.965, 2.450], [-1.195, -2.418, 0.244], [-0.249, -1.609, -2.094], [2.248, -0.150, -1.139], [-1.875, -0.704, 1.010], [1.139, 1.769, 1.285], [-0.390, -1.008, -2.407], [-1.487, -1.462, -1.157], [-1.346, 0.808, 1.696], [1.815, -1.882, 0.630], [0.376, 0.304, -0.567], [-0.249, -0.568, -0.016], [0.141, 0.139, 0.372], [0.083, -0.194, -0.202], [-0.301, 0.170, 0.110], [0.086, 0.048, 0.284], [-0.099, 0.003, -0.004], [0.119, 0.013, -0.007], [-0.085, 0.073, 0.051], [0.034, -0.102, 0.025], [0.008, 0.158, 0.009], [-0.001, 0.041, -0.108], [-0.026, -0.053, 0.131], [0.546, -0.298, -0.214], [-0.371, 0.391, -0.354], [-0.265, -0.220, 0.239], [0.064, -0.015, -0.288], [0.095, 0.217, 0.408], [-0.062, -0.092, 0.086], [0.016, 0.128, 0.019], [-0.016, -0.131, -0.029], [-0.003, 0.046, 0.130], [-0.093, -0.018, -0.111], [0.113, -0.078, 0.103], [0.098, -0.014, -0.017], [-0.152, 0.027, 0.045]]}